No. 1
Below is a structure of composition C54H45LaN8O5P2S at a distorted geometry, with properties calculated with ωB97M-V/def2-TZVPD.

CARTESIAN COORDINATES (ANGSTROEM)
La -0.52712 -0.62660 -0.49225
O -3.44975 -5.19510 -2.11801
C -3.99719 -4.86902 -0.94424
C -5.17630 -5.51778 -0.56987
C -5.78798 -5.24128 0.63298
C -5.24649 -4.29776 1.49792
C -4.08875 -3.64562 1.14166
C -3.44147 -3.91860 -0.06422
C -2.20738 -3.17798 -0.36877
O -1.67691 -2.41514 0.48912
N -1.70695 -3.40316 -1.59054
N -0.68223 -2.61271 -1.94637
C -0.15018 -2.81003 -3.10495
C 0.94052 -1.96549 -3.52622
C 1.43675 -2.02785 -4.83484
C 2.47972 -1.19788 -5.18941
C 3.02827 -0.36185 -4.22660
C 2.48889 -0.38033 -2.94871
N 1.45996 -1.13576 -2.60295
H -2.65590 -4.60509 -2.24014
H -5.59204 -6.23857 -1.25509
H -6.69743 -5.75823 0.89824
H -5.72923 -4.07780 2.43857
H -3.65009 -2.89695 1.78479
H -0.49602 -3.60324 -3.77062
H 0.98871 -2.70854 -5.54335
H 2.86504 -1.20310 -6.19785
H 3.85066 0.29358 -4.46101
H 2.91065 0.23287 -2.16286
C -5.17521 5.75788 -2.06561
O -4.45475 6.15343 -3.20793
C -3.09317 6.11164 -3.16408
C -2.33928 5.72934 -2.05803
C -0.96195 5.67491 -2.14813
C -0.30311 6.02886 -3.32898
C -1.06960 6.46886 -4.41751
C -2.44008 6.48914 -4.34240
N 1.07430 6.13884 -3.44610
N 1.92763 5.39922 -2.94075
C 1.70857 4.18979 -2.32437
C 2.51761 3.89878 -1.22830
C 2.34242 2.76432 -0.46050
C 1.34834 1.81838 -0.75074
O 1.13999 0.76780 -0.03003
C 0.57553 2.04769 -1.95679
N -0.32282 1.09844 -2.29976
C -1.01712 1.23099 -3.41078
C -0.80497 2.27671 -4.31452
C 0.11556 3.24249 -3.99933
C 0.78488 3.19694 -2.76246
H -6.22692 5.85842 -2.33090
H -4.95771 6.40877 -1.21157
H -4.96658 4.71546 -1.79743
H -2.81161 5.46631 -1.12220
H -0.38936 5.38081 -1.27927
H -0.55760 6.75277 -5.32430
H -3.04697 6.80268 -5.17776
H 3.25708 4.63535 -0.95162
H 2.97320 2.58665 0.39772
H -1.76236 0.46577 -3.60502
H -1.34922 2.31067 -5.24553
H 0.34078 4.02745 -4.70555
C 1.81758 -1.53851 3.79470
N 1.33114 -1.08822 2.49773
P 1.56528 -2.01515 1.07446
C 1.77847 -3.71130 1.75212
C 2.92896 -4.48044 1.61604
C 2.98132 -5.75230 2.16190
C 1.89560 -6.25801 2.85776
C 0.73939 -5.50340 2.98244
C 0.67782 -4.24345 2.41940
C 3.28797 -1.65174 0.60070
C 4.16478 -0.84746 1.31333
C 5.41766 -0.55689 0.80146
C 5.80813 -1.07650 -0.41971
C 4.95037 -1.91213 -1.12062
C 3.69529 -2.19286 -0.61658
P -0.05422 -0.04540 2.37148
C -0.91143 -0.45627 3.95020
C -0.77849 0.23574 5.14824
C -1.44900 -0.20173 6.27808
C -2.24717 -1.33157 6.22624
C -2.39208 -2.02152 5.03319
C -1.73439 -1.57643 3.90105
C 0.61027 1.59958 2.79512
C -0.32099 2.63030 2.89809
C 0.09997 3.92984 3.10428
C 1.45468 4.21392 3.18655
C 2.38464 3.19537 3.06840
C 1.96377 1.89049 2.88187
H 2.76922 -2.05775 3.66939
H 1.12148 -2.23039 4.27922
H 1.96128 -0.67502 4.44702
H 3.78738 -4.08883 1.08779
H 3.87789 -6.34591 2.04626
H 1.94885 -7.24301 3.29526
H -0.11199 -5.89953 3.51563
H -0.22792 -3.65685 2.48371
H 3.87431 -0.44559 2.27036
H 6.08967 0.08019 1.35930
H 6.78273 -0.83734 -0.81905
H 5.25659 -2.33300 -2.06718
H 3.00795 -2.83451 -1.15781
H -0.15651 1.11718 5.20023
H -1.34340 0.33984 7.20657
H -2.76297 -1.67037 7.11278
H -3.01601 -2.90181 4.98619
H -1.85145 -2.08514 2.95270
H -1.37347 2.39675 2.80019
H -0.62458 4.72582 3.19748
H 1.78550 5.23121 3.33052
H 3.44227 3.41618 3.11531
H 2.68511 1.09626 2.77293
O -2.15186 0.98950 0.52121
S -3.24603 0.53490 -0.42648
N -2.73467 -0.38726 -1.45133

Atoms 1-3, force components in eV/Å:
La 0.5 -0.3 -0.4
O -0.1 -0.1 -0.1
C 0.0 0.1 0.2

As for the gap between HOMO and LUMO: 6.46 eV. For the relative energy (zero: lowest compared OMol25 entry of this formula, charge and spin), the calculation gives 0.0191 eV. The max |F| is 2.2 eV Å⁻¹. As for the net charge: 0. For the LUMO energy, the calculation gives -0.634 eV. For the highest occupied orbital energy, the calculation gives -7.09 eV.

=====

No. 2
Below is a cluster of 2 separate species, C4H13N2O2 in total at a distorted geometry, with properties calculated with ωB97M-V/def2-TZVPD.

CARTESIAN COORDINATES (ANGSTROEM)
C 1.11002 0.29287 1.77002
C -1.22806 -0.55181 1.28393
C 0.15493 -0.27323 0.74509
C 0.26271 0.79799 -1.90692
N 0.73563 -1.63799 0.33415
N -1.07041 0.87724 -1.99498
O 0.87063 -0.21876 -2.48564
O 1.02356 1.81366 -1.54393
H 2.07250 0.53338 1.31839
H 1.28609 -0.39828 2.60448
H 0.69779 1.20744 2.18371
H -1.22799 -1.35956 2.02797
H -1.61760 0.33643 1.77292
H -1.92031 -0.83168 0.48666
H 0.71269 -2.31639 1.11729
H 1.71093 -1.52125 0.05020
H -1.58844 1.51045 -1.40433
H -1.57586 0.07740 -2.35171
H 0.20202 -2.03093 -0.44441
H 1.80104 -0.00400 -2.66631
H 0.55456 2.53715 -1.10049

Atoms 1-3, force components in eV/Å:
C -0.2 -0.4 -0.3
C 0.5 -0.1 -0.3
C 0.2 0.5 -1.1

As for the gap between HOMO and LUMO: 7.14 eV. For the relative energy (zero: lowest compared OMol25 entry of this formula, charge and spin), the calculation gives 3.8880 eV. The max |F| is 1.5 eV Å⁻¹. As for the net charge: +1. For the LUMO energy, the calculation gives -3.222 eV. For the highest occupied orbital energy, the calculation gives -10.37 eV.